133
Properties=species:S:1:pos:R:3 method="wB97M-V/def2-TZVPD" homo_ev=-8.4 max_force_ev_per_a=1.43 orbital_gap_ev=8.80 spin_multiplicity=1
C 2.979 3.341 2.440
C 4.389 3.809 2.115
C 4.899 3.414 0.733
C 4.640 1.970 0.288
C 4.984 0.889 1.310
C 4.152 -0.396 1.210
C 2.637 -0.202 1.096
C 1.804 -0.981 2.133
C 0.503 -0.252 2.499
C -0.734 -1.160 2.523
C -1.807 -0.791 3.565
C -3.205 -0.890 2.951
Si -3.738 0.553 1.896
Cl -2.154 1.869 1.783
O -4.143 -0.076 0.420
Si -3.493 0.370 -1.023
O -2.309 -0.667 -1.457
C -0.939 -0.205 -1.395
C 0.009 -1.390 -1.456
C 1.341 -0.997 -2.096
P -5.261 0.182 -2.452
O -5.504 1.772 -2.773
Cl -4.318 -0.441 -4.192
C -5.279 1.347 2.683
Cl -6.655 0.299 2.177
C -5.673 2.811 2.403
C -5.071 3.480 1.193
Cl -5.342 3.786 3.873
H 2.968 2.301 2.752
H 2.596 3.921 3.275
H 2.300 3.432 1.594
H 4.448 4.887 2.231
H 5.064 3.396 2.865
H 5.961 3.636 0.650
H 4.399 4.067 0.016
H 3.621 1.895 -0.079
H 5.279 1.795 -0.576
H 4.947 1.239 2.338
H 6.012 0.594 1.123
H 4.333 -0.948 2.133
H 4.526 -1.037 0.417
H 2.320 -0.536 0.110
H 2.376 0.849 1.169
H 2.404 -1.107 3.030
H 1.572 -1.953 1.710
H 0.612 0.174 3.493
H 0.329 0.551 1.789
H -1.190 -1.216 1.534
H -0.387 -2.167 2.744
H -1.760 -1.525 4.361
H -1.610 0.174 4.020
H -3.256 -1.791 2.347
H -3.947 -1.007 3.743
H -3.024 1.767 -1.038
H -0.783 0.333 -0.460
H -0.750 0.480 -2.219
H -0.487 -2.169 -2.025
H 0.172 -1.746 -0.442
H 2.176 -1.545 -1.674
H 1.535 0.057 -1.908
H 1.296 -1.140 -3.170
H -4.978 2.014 -3.556
H -5.197 1.197 3.751
H -6.750 2.840 2.296
H -5.641 4.380 0.982
H -5.146 2.847 0.312
H -4.053 3.801 1.367
C -10.013 1.148 3.512
O -9.348 2.115 4.316
H -11.060 1.433 3.452
H -9.596 1.123 2.503
H -9.945 0.149 3.952
H -8.421 1.866 4.369
C 8.181 -1.127 1.478
O 7.895 -1.493 0.127
H 7.294 -1.340 2.070
H 9.016 -1.715 1.870
H 8.415 -0.064 1.544
H 8.677 -1.302 -0.397
C 1.646 5.374 6.038
O 2.557 5.501 4.950
H 1.334 4.334 6.074
H 2.121 5.631 6.988
H 0.763 6.002 5.896
H 2.842 6.418 4.905
C 1.868 -3.562 -1.907
O 2.781 -2.925 -1.017
H 0.899 -3.083 -1.780
H 2.180 -3.451 -2.946
H 1.771 -4.626 -1.675
H 3.641 -3.340 -1.121
C -5.393 0.358 -7.893
O -4.093 0.764 -7.479
H -5.610 0.876 -8.824
H -5.438 -0.719 -8.073
H -6.150 0.630 -7.153
H -3.897 0.309 -6.654
C -0.240 -4.303 -5.266
O 0.718 -5.122 -4.581
H 0.122 -3.280 -5.234
H -0.346 -4.604 -6.305
H -1.214 -4.353 -4.772
H 0.402 -6.030 -4.616
C -0.546 -3.254 -9.311
O -1.194 -3.060 -8.058
H 0.117 -4.109 -9.201
H -1.267 -3.468 -10.104
H 0.049 -2.382 -9.592
H -1.784 -2.306 -8.142
C -1.319 -3.831 6.361
O -2.350 -2.859 6.504
H -0.370 -3.310 6.465
H -1.385 -4.600 7.134
H -1.353 -4.309 5.378
H -3.194 -3.309 6.414
C -2.412 2.693 -5.303
O -3.665 3.193 -4.836
H -2.027 2.024 -4.537
H -2.533 2.136 -6.234
H -1.698 3.505 -5.455
H -4.020 3.781 -5.508
C -0.909 -5.389 -0.643
O -1.172 -5.653 -2.019
H -1.794 -5.658 -0.072
H -0.065 -5.985 -0.286
H -0.699 -4.327 -0.490
H -0.388 -5.405 -2.524
C 10.657 2.312 2.668
O 9.866 1.899 1.559
H 11.059 1.413 3.128
H 11.488 2.947 2.352
H 10.057 2.848 3.409
H 9.502 2.686 1.143